The following is a quantum chemistry calculation of a cluster of 2 separate species, H4N4O in total in a non-equilibrium geometry, from the Open Molecules 2025 dataset.

Atoms and positions in Å:
O 1.314 -2.384 0.558
N -0.445 0.987 -1.657
N 0.355 -0.512 1.271
N 0.968 -1.496 1.278
N -0.448 0.194 1.824
H -0.213 1.200 2.117
H 0.356 0.467 -1.977
H -1.027 0.986 -2.507
H -0.860 0.557 -0.908

Its orbital gap (spin up / spin down) is 9.190 / 9.189 eV. The calculation puts the relative energy (zero: lowest compared OMol25 entry of this formula, charge and spin) at 39.2 kcal/mol. The SMILES is [H]/N=N/N=O.N. The HOMO energy (spin up / spin down) is -9.50 / -9.50 eV.

=====

The following is a quantum chemistry calculation of a cluster of 2 separate species, C12H13BrNS in total in a non-equilibrium geometry, from the Open Molecules 2025 dataset.

Atoms and positions in Å:
Br 0.873 3.410 -0.814
S -1.872 0.380 -2.445
N 2.022 -0.604 -0.625
C 0.682 0.629 1.659
C 0.505 1.248 -2.745
C -0.027 1.971 -1.723
C 1.015 -1.148 0.014
C -0.347 0.333 -3.242
C 0.210 -0.517 0.964
C 0.538 -2.378 -0.480
C -1.306 1.594 -1.350
C 0.003 1.030 2.792
C -1.712 -0.579 2.468
C -1.207 0.509 3.137
C -1.029 -1.040 1.407
H -1.448 -1.732 0.649
H 1.159 -3.062 -1.099
H -2.617 -1.190 2.906
H 2.506 -1.021 -1.339
H 0.044 -0.255 -4.022
H 1.580 1.186 1.542
H -2.059 1.988 -0.735
H -0.248 -1.908 -1.185
H 1.563 1.279 -3.141
H -0.015 -3.038 0.215
H -1.566 0.888 4.109
H 2.324 0.279 -0.352
H 0.428 1.747 3.433

Its orbital gap is 7.393 eV. The net charge is +1. The HOMO energy is -12.11 eV.

=====

The following is a quantum chemistry calculation of a structure of composition C39H38FN6O4S2Y in a non-equilibrium geometry, from the Open Molecules 2025 dataset.

Atoms and positions in Å:
Y 0.954 0.087 -0.156
S 1.344 -1.064 -2.600
S -0.577 2.048 1.231
F -1.280 -0.937 -0.945
O 2.621 3.934 -1.172
O 2.903 -0.755 0.007
O 2.125 1.983 -0.208
O 4.054 -2.620 0.370
N 1.073 -0.139 2.217
N 0.650 -2.254 0.687
N 0.661 3.168 3.248
N 0.005 1.646 -1.873
N -3.453 0.131 0.199
N 1.231 0.983 2.936
C -3.295 3.263 -0.432
C -5.588 2.526 1.958
C 5.211 -2.195 -2.205
C 0.856 2.650 -2.104
C -0.267 3.275 -4.117
C 3.924 -1.817 -1.854
C 5.621 -2.261 -3.524
C -4.982 0.768 3.439
C -5.103 2.006 -1.643
C -3.958 -2.392 2.016
C 0.550 2.027 2.497
C -2.034 -0.908 2.682
C 0.773 -4.598 0.257
C -0.989 1.465 -2.737
C -5.024 -2.237 -2.128
C -5.651 1.959 3.218
C -4.253 0.686 1.127
C 1.267 -2.442 1.871
C -4.929 -1.308 -1.125
C -1.162 2.248 -3.865
C 1.982 2.888 -1.071
C -3.900 -2.718 -2.797
C 0.754 3.483 -3.210
C -4.891 1.937 0.919
C 1.506 -1.268 2.688
C -2.556 -1.341 -1.398
C 3.598 -1.749 -0.376
C -4.302 0.116 2.430
C 4.713 -1.957 -4.529
C 0.441 -3.300 -0.094
C -3.540 -1.144 2.800
C -3.664 -0.776 -0.708
C 3.007 -1.491 -2.868
C 1.411 -4.805 1.471
C -2.643 -2.262 -2.405
C -4.731 2.741 -0.355
C 3.427 -1.582 -4.203
C 1.674 -3.720 2.277
C 2.243 -1.394 3.995
H -5.404 3.609 -0.270
H 2.714 -1.331 -4.978
H 0.010 -3.091 -1.065
H -1.686 0.666 -2.533
H 5.015 -2.016 -5.570
H -6.190 2.447 4.023
H 1.701 -2.022 4.703
H -2.606 2.426 -0.396
H 2.355 -0.397 4.408
H -1.747 -0.046 3.280
H -1.766 -0.695 1.649
H 1.720 -5.802 1.764
H -5.044 -2.480 1.978
H -3.129 3.818 -1.355
H -3.551 -3.287 2.490
H -1.478 -1.780 3.026
H -1.989 2.049 -4.528
H 0.318 4.000 2.794
H 1.512 3.256 3.783
H -6.004 -2.614 -2.406
H 3.227 -1.823 3.812
H -3.076 3.905 0.418
H -5.110 2.703 -2.484
H -6.079 3.477 1.783
H -3.585 -2.355 1.000
H 6.640 -2.535 -3.772
H -1.737 -2.624 -2.870
H 2.219 -3.846 3.198
H -3.760 -1.349 3.859
H -4.978 0.342 4.438
H -5.810 -0.950 -0.607
H 1.488 4.267 -3.315
H 0.560 -5.408 -0.422
H 5.891 -2.449 -1.404
H -0.369 3.889 -5.003
H -3.998 -3.446 -3.590
H -6.093 1.560 -1.556
H -4.390 1.218 -1.858

Its orbital gap is 6.229 eV. The calculation puts the relative energy (zero: lowest compared OMol25 entry of this formula, charge and spin) at 16.0 kcal/mol. The net charge is -2. The HOMO energy is -1.75 eV.

=====

The following is a quantum chemistry calculation of a structure of composition C2H5F2P in a non-equilibrium geometry, from the Open Molecules 2025 dataset.

Atoms and positions in Å:
P -1.950 -0.331 -0.117
F -1.950 0.765 -1.402
F -2.802 0.641 0.874
C 0.287 0.353 0.460
C 1.291 -0.501 -0.265
H 0.235 1.413 0.206
H 1.212 -0.624 -1.337
H 1.028 -1.521 0.203
H 0.427 0.006 1.458
H 2.221 -0.201 -0.081

Its orbital gap is 9.504 eV. The calculation puts the relative energy (zero: lowest compared OMol25 entry of this formula, charge and spin) at 0.0 kcal/mol. The HOMO energy is -8.99 eV.

=====

The following is a quantum chemistry calculation of a cluster of 5 separate species, H10O5 in total in a non-equilibrium geometry, from the Open Molecules 2025 dataset.

Atoms and positions in Å:
O 1.896 -2.419 -1.457
O -2.625 -1.144 -0.567
O -0.473 0.895 0.367
O -1.609 3.180 -0.839
O 1.949 -0.545 1.041
H 0.239 0.286 0.169
H 1.959 -1.554 -1.053
H -1.217 2.338 -0.610
H -2.995 -1.284 0.305
H 2.821 -0.883 1.244
H 1.448 -0.675 1.846
H -0.107 1.485 1.026
H -2.094 -0.353 -0.479
H -1.740 3.620 0.001
H 2.547 -2.948 -0.994

The expectation value of S² is 0.76. Its orbital gap (spin up / spin down) is 12.336 / 2.594 eV. The calculation puts the relative energy (zero: lowest compared OMol25 entry of this formula, charge and spin) at 34.3 kcal/mol. As for the spin multiplicity: 2. The net charge is +1. The HOMO energy (spin up / spin down) is -15.86 / -14.30 eV.

=====

The following is a quantum chemistry calculation of a cluster of 3 separate species, C2H10INO2 in total in a non-equilibrium geometry, from the Open Molecules 2025 dataset.

Atoms and positions in Å:
I -0.494 -1.236 -1.924
O -0.398 3.614 2.516
O -0.014 1.942 0.092
N 1.596 -4.414 -2.397
C -0.836 2.314 2.291
C -1.145 2.038 0.829
H -1.653 2.893 0.384
H 0.763 -3.845 -2.345
H 0.239 3.826 1.830
H -0.009 1.698 2.645
H 1.880 -4.962 -3.196
H -1.864 1.221 0.771
H 2.275 -3.697 -2.186
H -0.289 1.437 -0.677
H 1.627 -5.044 -1.608
H -1.680 2.215 2.974

Its orbital gap is 6.361 eV. The HOMO energy is -7.51 eV.